# 1
ORCA calculation (wB97M-V/def2-TZVPD) on a 4-piece molecular cluster, C27H40BF4IN3O2P overall.

```
79
Properties=species:S:1:pos:R:3
I 3.8944 0.5675 2.0003
P 2.1433 -0.6448 -0.7834
F 0.9608 -2.8214 -2.2320
F -0.2290 -1.0041 -2.3390
F 2.0901 -0.6203 -3.5289
F -0.1902 -2.1511 -0.5239
O 3.4767 -4.2139 -0.6498
O 1.2900 -4.2523 0.3619
N 0.9434 1.7252 -2.3256
N -1.1595 1.5192 -1.0811
N 0.5117 2.9808 -0.3555
C 3.8907 -1.8724 -2.6860
C -3.7742 4.1575 -0.9720
C 5.1323 2.5433 -0.5610
C -3.9416 5.2049 -3.1342
C -4.1415 -2.7834 1.3577
C -4.7704 4.9974 -0.4923
C -3.1259 -2.5027 0.4537
C 2.6015 -2.0469 0.3230
C -3.3616 4.2654 -2.2928
C 3.7291 1.9136 -0.6383
C 0.1268 -3.7474 4.9023
C 1.7142 -1.5520 5.5127
C 0.6101 -1.7083 -1.5266
C 1.1498 -2.3052 6.5328
C -4.9363 6.0440 -2.6517
C -4.6862 -1.2896 -0.9177
C 3.6789 0.4661 -0.1499
C 2.9949 -0.6667 -2.4728
C -3.4001 -1.7588 -0.6863
C 0.6911 -2.9950 3.8807
C -5.3496 5.9403 -1.3303
C -5.7004 -1.5679 -0.0116
C 0.8944 0.5520 -0.1250
C 0.2902 1.6952 -1.0149
C 1.4854 -1.8978 4.1883
C 0.3568 -3.4031 6.2273
C -5.4282 -2.3172 1.1250
B 2.4057 -3.5772 -0.0623
H -1.5023 1.7583 -2.0023
H -3.6193 5.2836 -4.1647
H 0.9601 -4.9443 -0.2226
H -6.7030 -1.2011 -0.1915
H 2.3314 -0.6941 5.7491
H -0.4922 -4.6035 4.6649
H 3.2573 -4.9207 -1.2675
H -2.6097 -1.5500 -1.3974
H 1.9291 -1.3093 3.3936
H -4.8989 -0.7078 -1.8059
H 3.6736 -1.9232 0.4729
H -3.3175 3.4202 -0.3231
H 0.5138 -3.2671 2.8473
H 3.3755 1.9392 -1.6702
H 5.1085 3.5297 -0.0975
H -5.3894 6.7785 -3.3051
H 1.3277 -2.0369 7.5665
H -1.4727 0.5947 -0.8267
H 5.8256 1.9197 0.0060
H 0.8486 2.6524 -2.7250
H 3.0413 2.4984 -0.0265
H -5.0961 4.9153 0.5368
H 1.3399 1.0158 0.7516
H -2.1234 -2.8651 0.6380
H 3.5954 0.2359 -2.5353
H -3.9278 -3.3625 2.2473
H 4.5901 -0.0443 -0.4834
H 4.5053 -2.0904 -1.8134
H 0.0699 -0.0461 0.2643
H 1.2860 3.5035 -0.7429
H -0.0818 -3.9914 7.0235
H 5.5580 2.6681 -1.5588
H -6.1245 6.5956 -0.9535
H -2.5831 3.6141 -2.6693
H 4.5609 -1.6573 -3.5204
H -6.2192 -2.5358 1.8311
H 3.2946 -2.7444 -2.9412
H 2.1003 -1.8687 1.2734
H -0.3432 3.5200 -0.3772
H 0.5437 1.0479 -2.9655
```

Output
LUMO energy, Eh: 0.0093

***

# 2
ORCA calculation (wB97M-V/def2-TZVPD) on C27H40CdCl2N3O4 as an isolated structure in a non-equilibrium geometry.

```
77
Properties=species:S:1:pos:R:3
Cd -0.0457 0.0328 -0.7353
Cl 0.7183 -1.9735 -2.1179
Cl 3.9439 -2.5290 1.8198
O -1.5162 1.3530 -2.0021
O -1.8102 -0.2192 0.6664
O -0.2135 2.6362 0.6125
O 1.4503 1.3354 -2.0397
N 3.4039 0.9272 -3.1744
N -0.1029 1.9689 2.8113
N -3.3983 2.5757 -2.3451
C -0.7517 2.3843 1.6979
C 4.5614 1.6856 0.3761
C 5.6557 0.9058 0.7667
C -2.4530 -2.0736 2.0459
C -1.0786 -2.6408 3.9710
C 3.2757 1.1706 0.4440
C 2.3552 0.5693 -2.4424
C -2.4754 -2.1820 -0.5375
C -1.3855 -4.1618 -1.6142
C -1.3109 -1.8700 2.8252
C -3.2722 2.5029 -3.7903
C -2.6428 -1.3012 0.7145
C -3.3902 -3.0349 2.4436
C 1.7002 -0.7413 0.7861
C -3.0254 -1.6501 -1.8329
C 3.0259 -0.1800 0.8102
C 3.4550 2.2166 -3.8372
C 1.3140 2.2074 3.0102
C -3.1815 -3.7905 3.6027
C -1.7265 -3.2916 -0.4563
C -2.4652 2.0263 -1.5520
C 4.1610 -0.9345 1.2453
C 5.4434 -0.4026 1.2255
C -4.4104 3.4705 -1.8189
C -2.0280 -3.5889 4.3736
C 4.5541 0.0387 -3.2421
C -0.8599 1.4477 3.9339
H 4.3372 2.7689 -3.4936
H -0.6082 -1.0967 2.5154
H 6.2744 -1.0195 1.5597
H -2.6196 1.6728 -4.0567
H -5.4087 3.1427 -2.1239
H 2.5486 2.7699 -3.5909
H 4.3883 -0.7815 -2.5391
H -4.2709 2.3682 -4.2150
H -1.7964 -5.1693 -1.4720
H 1.4635 2.8379 3.8945
H 1.7432 2.6971 2.1352
H -4.2751 -3.1873 1.8192
H -3.2072 -2.4774 -2.5294
H -2.3232 -0.9643 -2.3369
H -4.2715 4.4927 -2.1874
H 4.7149 2.7101 0.0199
H 1.1237 -0.6143 1.7118
H -3.9253 -4.5362 3.8951
H -4.3514 3.4753 -0.7291
H -1.2917 -3.5938 0.5004
H 2.3495 -0.5065 -2.1754
H -3.7131 -0.9967 0.7054
H 6.6690 1.3028 0.7217
H -1.8571 1.1758 3.5751
H 1.8286 1.2546 3.1893
H -1.8509 2.4502 1.8420
H 4.6713 -0.3957 -4.2410
H 5.4708 0.5598 -2.9493
H -1.8601 -4.1891 5.2707
H -2.8515 3.4381 -4.1807
H 3.5175 2.0685 -4.9218
H -0.1581 -2.4921 4.5420
H -0.2970 -4.2534 -1.7018
H -0.3693 0.5593 4.3454
H -3.9607 -1.0972 -1.6605
H -0.9473 2.1973 4.7307
H 2.4156 1.8024 0.2010
H 1.6007 -1.7249 0.3141
H -2.6096 2.2127 -0.4731
H -1.7669 -3.7510 -2.5552
```

Output
LUMO energy, Eh: 0.0904
Charge: -1

***

# 3
ORCA calculation (wB97M-V/def2-TZVPD) on a 4-piece molecular cluster, C27H40Cl2N10O overall in a non-equilibrium geometry.

```
80
Properties=species:S:1:pos:R:3
Cl -4.4156 -0.9815 -1.5373
Cl -4.4644 -1.3801 2.7281
O 3.0928 -4.2670 -0.6399
N -1.7780 -1.9758 0.0241
N 3.6678 4.4488 1.9939
N 2.9494 5.0427 -0.2431
N 4.8875 3.8148 0.0597
N 2.4028 -2.7135 -2.1469
N -0.1124 5.0693 0.4207
N -0.8201 0.3979 1.1857
N -9.2643 -3.2194 -0.4370
N 0.4335 0.0387 -4.5671
N 3.5311 -0.4572 -0.8548
C -2.5178 -1.2430 0.8080
C 2.7601 2.3290 2.9981
C -6.1778 -2.2619 0.0505
C 1.8765 1.2581 0.8775
C 4.0267 -1.6740 1.3314
C -1.8553 -1.0401 -3.9672
C 0.3408 -2.3025 -1.0205
C -0.9698 4.4063 0.7919
C -2.0324 -0.0379 1.3804
C 1.3501 0.0094 0.2139
C 2.4642 3.7556 2.5104
C -0.5737 -0.4393 -4.3027
C 1.8255 1.2635 2.4108
C -5.0310 -1.2659 0.1218
C -9.6427 -2.2209 -0.0223
C -2.0250 3.5252 1.2696
C -3.9184 -1.7535 1.0680
C 3.3940 -3.4968 -1.5276
C 2.7772 -2.0053 -3.3816
C 2.1544 -0.7653 -0.5935
C 1.6282 -1.9217 -1.2340
C 4.8119 -3.3934 -2.0184
C -0.5019 -1.5498 -0.1865
C -0.0023 -0.3700 0.4136
C 4.4852 -0.6928 0.2685
C 3.7536 4.4862 0.5553
C -10.1112 -0.9463 0.5047
H -11.1489 -1.0351 0.8199
H -6.7347 -2.2544 0.9877
H 4.6337 3.1025 -0.6107
H -9.5040 -0.6547 1.3600
H -2.5076 -0.2855 -3.5346
H 5.4135 3.4217 0.8270
H -1.7122 -1.8394 -3.2415
H 1.3107 2.1029 0.4739
H 4.7772 0.2488 0.7419
H -0.0410 -3.1958 -1.4948
H 2.1804 5.4625 0.2757
H 5.3955 -1.1023 -0.1766
H 3.1532 -1.3316 1.8828
H -2.9535 3.7383 0.7431
H 5.4808 -3.7730 -1.2525
H 1.6747 3.7551 1.7585
H 3.6306 5.4063 2.3218
H 4.8363 -1.7715 2.0580
H -5.7866 -3.2710 -0.0769
H 2.1031 4.3504 3.3486
H 2.7322 2.2901 4.0868
H 3.5593 0.5353 -1.0551
H -2.1763 3.6757 2.3371
H 3.7824 2.0938 2.6910
H 2.1850 0.2977 2.7685
H -3.8537 -2.8375 1.0072
H -1.7312 2.4912 1.0912
H 5.0946 -2.3823 -2.2997
H -2.3203 -1.4456 -4.8638
H 4.9277 -4.0221 -2.9048
H 3.0819 -2.7391 -4.1257
H -6.8423 -2.0320 -0.7748
H 1.9118 -1.4510 -3.7317
H 3.8432 -2.6697 0.9332
H -5.3891 -0.3022 0.4782
H 2.9113 1.4284 0.5789
H -10.0374 -0.1789 -0.2634
H 0.8118 1.4424 2.7597
H 3.5907 -1.2923 -3.2464
H -2.6823 0.5531 2.0160
```

Output
LUMO energy, Eh: -0.0212

***

# 4
ORCA calculation (wB97M-V/def2-TZVPD) on C27H40N5S3SbSiYb as an isolated structure in a non-equilibrium geometry.

```
78
Properties=species:S:1:pos:R:3
Yb -0.4133 1.0391 -0.2060
Sb -0.4236 -1.9794 -1.3055
S 0.2463 1.7750 -2.6919
S 2.8329 3.1919 -2.0302
S 4.7146 3.8792 0.1643
Si -3.1152 1.7771 -1.2786
N -0.4798 0.1460 1.5941
N 0.0047 3.3812 0.4493
N 3.1195 1.6720 -0.0671
N 0.4332 5.2343 1.5674
N 2.0053 1.1391 -0.7920
C -4.6919 0.7249 -1.5364
C -2.2989 -2.7561 3.0972
C 1.7301 1.9115 -1.8424
C 5.7238 -0.5033 1.6253
C -0.2082 -2.5065 4.2025
C -0.1037 4.4692 -0.4433
C 0.5790 -2.5720 -3.1544
C -2.4954 -2.4964 -1.9003
C 3.6227 2.8300 -0.4788
C -2.8760 -2.3191 -3.3773
C -1.4832 -3.0958 4.1108
C 2.8983 -0.1738 1.4613
C 4.8717 -1.3772 2.3016
C 2.0744 -2.3029 -2.8170
C 0.4014 -3.6740 -0.1522
C 0.3484 5.5560 0.2357
C 0.2598 3.8880 1.6442
C 0.0773 -1.4712 3.3505
C 3.4757 -1.2456 2.2108
C 5.1647 0.5822 0.9089
C 3.7728 0.6813 0.7721
C -3.8800 3.0860 -0.1099
C -2.9077 2.7640 -2.8419
C -1.9386 -1.7057 2.1775
C -0.8132 -0.9325 2.3857
C 0.4629 3.2267 2.9452
C 0.4192 -5.0073 -0.9442
H 0.2328 -1.7454 -3.8598
H -2.1948 3.5820 -2.5639
H -0.3320 4.3520 -1.5127
H -3.0347 -1.7428 -1.2110
H -2.3071 -1.5043 -3.8872
H -5.5401 1.3513 -1.9894
H -4.8059 3.4514 -0.5251
H -2.4236 2.1347 -3.5965
H 5.4152 -2.1513 2.8183
H 1.4006 -3.4218 0.1452
H 1.8105 -0.0340 1.4749
H 2.4900 -3.1652 -2.3334
H 0.6581 -5.8444 -0.2602
H 0.9952 -5.0585 -1.8716
H 2.7111 -2.0598 -3.7370
H -2.5803 -3.1917 -3.8599
H -3.8101 3.1665 -3.2667
H -2.5892 -1.3457 1.3849
H 6.7960 -0.4686 1.6981
H -0.0221 2.2340 2.9612
H -4.1097 2.6723 0.8314
H 2.0974 -1.3453 -2.2796
H -1.6660 -3.8815 4.7816
H -2.7126 -3.4793 -1.5390
H 0.3495 -3.5614 -3.4364
H 0.7353 5.9079 2.2453
H -0.1929 -3.7940 0.7369
H -4.5577 -0.1107 -2.2383
H -4.9951 0.2200 -0.7153
H 1.0807 -0.9938 3.5031
H 0.2373 6.5584 -0.0888
H 0.1976 3.8563 3.7268
H 5.8233 1.2842 0.4067
H -3.9590 -2.1990 -3.3813
H -0.5905 -5.2464 -1.3497
H 0.4341 -2.9312 4.9442
H -3.2759 3.9453 0.0383
H 1.5243 2.9809 3.1399
H -3.1809 -3.2990 2.8229
H 2.7804 -1.9581 2.6080
```

Output
LUMO energy (alpha / beta), Eh: 0.0847 / 0.0847
Multiplicity: 2
Charge: -1
<S²>: 0.75

***

# 5
ORCA calculation (wB97M-V/def2-TZVPD) on a 9-piece molecular cluster, C27H40O27 overall in a non-equilibrium geometry.

```
94
Properties=species:S:1:pos:R:3
O 1.9936 2.8564 -0.3496
O -0.8494 2.6384 5.6475
O -3.8193 -0.7736 2.2773
O -4.3862 -0.2123 4.3277
O -4.6237 -2.3498 3.6542
O -2.4834 0.4761 -4.5948
O -1.6557 -0.0883 -1.4279
O 1.4461 -3.1271 -4.0085
O 5.7882 -2.0791 -0.6857
O 3.5172 -3.9419 -4.2434
O -0.2626 0.7515 4.5567
O 6.4661 -4.1078 -1.2612
O -2.2166 2.6588 -5.0632
O -0.7642 0.8512 0.4117
O -6.0112 1.2512 -3.2789
O -1.1613 2.5248 3.4693
O -0.4761 1.4058 -4.8841
O 3.0162 1.1122 -1.4346
O 1.8916 2.5022 -2.5820
O -5.5490 2.2301 -1.3447
O 0.2446 -0.8947 -0.5951
O 2.3774 -2.8680 4.5982
O 7.3614 -2.3267 -2.2815
O 2.8857 -2.1801 2.5197
O -7.3424 2.8806 -2.5605
O 3.1047 -0.8185 4.3193
O 2.1764 -4.6883 -2.5965
C -6.3860 2.1990 -2.3858
C 2.0813 -2.1530 5.8136
C -1.5094 3.8730 3.8119
C 1.1068 3.7003 -2.7988
C 3.8801 0.8444 -0.3080
C 0.3355 0.5021 1.2594
C -1.8041 1.4465 -4.8572
C -4.1632 1.0090 3.6213
C 5.1714 -2.9258 0.2592
C -3.4417 0.5984 2.3394
C -0.7399 1.8303 4.5800
C 0.3785 -3.3796 -3.0915
C -1.5947 3.7877 5.3257
C 2.2955 2.2683 -1.3489
C 0.2621 0.2235 -4.6580
C 5.4633 -4.3686 -0.2983
C 0.9124 -0.7913 0.6673
C -4.4485 1.3201 -1.5778
C 2.4704 -3.9301 -3.6748
C 3.1719 -1.0941 5.7138
C -5.0024 0.4299 -2.6924
C 2.7407 -1.9472 3.6804
C 0.7642 -4.6356 -2.3372
C -4.3240 -1.2216 3.4191
C 6.6179 -2.8101 -1.4908
C -0.7827 -0.0557 -0.6237
C -3.6050 2.8928 -5.2753
H -3.8359 3.9500 -5.2160
H 0.4932 -4.5289 -1.2909
H 4.5184 -4.7225 -0.7011
H 1.0484 1.2971 1.4547
H 0.6360 -1.6534 1.2699
H 5.6458 -2.7822 1.2316
H -5.1630 1.4233 3.4719
H -0.0494 -0.3282 -3.7722
H 3.3883 1.0334 0.6445
H -2.6275 3.8043 5.6800
H 5.8947 -4.9304 0.5243
H -3.5408 1.8278 -1.8982
H -0.0842 0.1645 2.2080
H 1.9823 -0.7926 0.4951
H -4.1901 0.0636 -3.3166
H -4.3612 0.8707 -0.5935
H -0.7055 4.5610 3.5408
H 2.1090 -2.8572 6.6398
H 0.5327 3.4055 -3.6785
H 1.3068 0.5173 -4.6235
H -3.9327 2.4470 -6.2124
H -5.5447 -0.4651 -2.3701
H -1.0343 4.5937 5.8017
H 0.3222 -5.5137 -2.8054
H 4.0466 -0.2283 -0.3667
H -2.3970 4.1780 3.2648
H 0.1957 -2.4993 -2.4779
H 1.0806 -1.7245 5.7445
H 4.0926 -2.8058 0.3253
H -3.9861 1.1653 1.5842
H 1.7719 4.4739 -3.1831
H 4.8098 1.3941 -0.4199
H 2.8926 -0.1871 6.2569
H -0.5634 -3.5266 -3.6233
H -2.3719 0.7617 2.3156
H 0.4943 4.0144 -1.9632
H -3.5982 1.7260 4.2178
H 4.1574 -1.3050 6.1307
H 0.2139 -0.5114 -5.4669
H -4.1657 2.3931 -4.4846
```

Output
LUMO energy, Eh: -0.0008

***

# 6
ORCA calculation (wB97M-V/def2-TZVPD) on C27H41BrN2P2Sr as an isolated structure in a non-equilibrium geometry.

```
74
Properties=species:S:1:pos:R:3
Sr -3.2443 1.7623 3.2687
Br -5.7396 0.9981 3.9677
P 1.9492 -0.5598 -0.4651
P -1.5361 -1.6546 -1.8623
N -1.4813 0.7484 4.9665
N 3.6014 3.8672 -3.1143
C -0.6676 0.3686 5.6901
C -2.6732 -0.6945 -2.9767
C 1.2954 3.3983 -3.6403
C -3.9861 -3.2151 -1.5727
C -2.6471 -2.8402 -0.9522
C 0.3203 -0.1017 6.6697
C 3.7959 -2.7394 -1.1575
C 0.9301 3.6487 -2.2916
C 4.6158 0.1518 0.4883
C 2.2044 -0.1813 -2.2713
C 3.2499 4.1614 -1.8678
C -4.3362 1.9712 1.2661
C 3.5908 0.2028 -2.7684
C -3.0107 -1.2902 -4.3374
C 3.1549 0.5686 0.3773
C -1.1644 -4.0303 -3.4603
C 1.9332 4.0973 -1.4226
C -3.2626 3.7206 0.3356
C -3.7157 0.8925 0.7151
C -0.5417 -2.7185 -3.0057
C 2.6617 3.5075 -3.9785
C 2.6893 -2.2478 -0.2345
C -2.4921 2.7474 -0.3386
C -0.3882 3.3962 -1.8178
C -1.3870 3.1589 -1.1642
C -2.6717 1.3647 -0.1390
C -4.2796 3.3078 1.2323
H 3.0733 1.5456 -0.1214
H -2.0686 -3.7505 -0.7355
H 1.6855 4.4051 -0.3945
H 3.5198 -2.7225 -2.2181
H 0.3863 -2.9180 -2.4374
H 4.0186 -3.7839 -0.8999
H 4.0470 4.4646 -1.1878
H 2.9785 3.2824 -4.9955
H 4.3420 -0.5781 -2.5969
H -0.4213 -4.5811 -4.0475
H 4.7477 -0.8244 0.9675
H 3.5377 0.3663 -3.8534
H 1.8281 -1.0536 -2.8298
H -0.2692 -2.1009 -3.8763
H -2.0351 -3.8852 -4.1104
H -3.5897 -0.5049 -2.3998
H -2.8112 -2.3522 0.0229
H -2.1237 -1.5187 -4.9398
H -2.1971 0.2941 -3.0925
H 0.4412 -1.1949 6.6119
H 1.3112 0.3591 6.5159
H 1.4996 0.6455 -2.4658
H 5.1218 0.1328 -0.4850
H -3.6274 -0.5748 -4.8990
H 4.7304 -2.1778 -1.0273
H -4.0113 -0.1486 0.8353
H -0.0063 0.1442 7.6876
H 2.7283 0.6920 1.3872
H -3.6094 -2.2033 -4.2333
H -4.9623 4.0134 1.7277
H 1.8196 -2.9226 -0.2989
H -3.8666 -3.7778 -2.5074
H -4.6119 -2.3392 -1.7726
H 3.9519 1.1423 -2.3332
H -4.5335 -3.8612 -0.8728
H -3.0799 4.7810 0.1755
H 0.5700 3.1414 -4.3890
H 5.1448 0.8901 1.1048
H -1.4553 -4.6694 -2.6200
H -2.0071 0.6498 -0.6399
H 3.0366 -2.2728 0.8082
```

Output
LUMO energy (alpha / beta), Eh: -0.2224 / -0.3212
Charge: +2